# 1
ORCA calculation (ωB97M-V/def2-TZVPD) on C8H8O4 in the gas phase in a non-equilibrium geometry.

XYZ file:
```
20
Properties=species:S:1:pos:R:3:forces:R:3:nbo_charge:R:1
H -0.39442 0.54152 2.30445 0.3 0.1 0.4 0.236
O 0.25550 -2.33121 -1.25900 0.3 1.3 1.0 -0.490
H -0.42796 -1.56695 2.37298 0.1 -0.5 0.2 0.483
O -0.15765 3.05230 2.17095 -2.1 -0.5 -3.3 -0.582
O -0.16109 -1.94746 1.52632 0.4 0.7 -0.4 -0.656
C -0.21978 0.42364 1.25213 0.0 -1.1 -1.0 -0.272
H -1.01067 2.18692 -1.52270 0.9 -0.9 -0.4 0.206
C -0.71693 2.83749 1.05854 3.5 0.7 4.8 0.745
O -1.36269 3.82555 0.44300 -1.2 -2.2 -1.8 -0.621
C -0.12471 0.02708 -1.51405 -2.8 3.3 -1.9 -0.234
H 1.80541 -3.62451 -1.27398 0.1 -1.5 -1.4 0.194
C -0.53894 1.35431 -0.96736 0.8 -2.0 0.6 -0.208
H -1.81077 3.28093 -0.28410 0.3 1.8 0.9 0.479
H -0.36889 -0.11627 -2.60108 0.9 0.0 1.0 0.234
H 1.78267 -2.89680 0.12791 -0.3 0.8 1.7 0.192
C 1.58878 -2.67757 -0.88671 0.6 0.1 -1.3 -0.266
C -0.04815 -0.84724 0.70985 -0.5 0.0 -0.8 0.296
C 0.04896 -1.06043 -0.74365 0.0 -0.4 2.7 0.243
H 2.31235 -1.97693 -1.32710 -0.2 0.0 0.4 0.179
C -0.45103 1.51561 0.41358 -0.9 0.3 -1.3 -0.159
```
Forces are in eV/Å.

## Properties
lowest unoccupied orbital energy: 0.31 eV
net charge: 0
2S+1: 1
frontier orbital gap: 0.344 Ha
structure (SMILES): COc1ccc(C(=O)O)cc1O

---

# 2
ORCA calculation (ωB97M-V/def2-TZVPD) on C8H8O5RbS as an isolated structure in a non-equilibrium geometry.

XYZ file:
```
23
Properties=species:S:1:pos:R:3:forces:R:3:mulliken_charge:R:1
O 2.21680 2.51839 1.62018 -2.4 -0.6 0.9 -0.805
H -1.64951 -2.99007 -1.78617 0.4 -0.3 -0.2 0.338
O -0.89062 1.57542 -1.52605 -1.3 -1.0 -1.7 -0.794
H -1.21752 -1.39236 -1.24853 0.5 0.3 0.3 0.120
H -1.06846 -2.82354 -0.13951 0.0 0.3 0.1 0.322
C 0.99105 2.17876 1.40237 4.0 1.3 1.3 0.372
O 1.17786 -2.19813 -2.96931 -0.8 -0.6 1.8 -0.663
H 1.16766 -2.07991 0.66040 0.2 -0.5 0.1 0.330
C -0.67596 1.59007 -0.29791 3.1 0.7 0.6 0.450
C -0.09197 2.03063 2.47239 0.6 0.4 4.6 0.392
C -0.94859 -2.44446 -1.15441 0.7 -0.4 -0.3 -0.702
C 1.67676 -1.87522 -0.28141 -1.1 -0.4 -0.2 -0.620
S 0.82466 -2.87093 -1.60147 -0.2 1.9 -1.0 0.426
C -1.31882 1.53530 2.16538 -2.9 -1.3 -4.6 -0.676
C 0.66152 1.96530 0.09949 -3.2 -1.4 -1.3 -0.471
O -2.82050 0.76242 0.38276 0.7 0.1 0.4 -0.773
H 1.42632 2.05610 -0.65763 0.0 0.2 -0.1 0.310
H -2.12895 1.52400 2.87950 0.2 -0.2 0.3 0.321
Rb 0.13979 0.44488 -3.90371 -0.1 0.1 0.9 0.968
C -1.72417 1.21877 0.77738 0.0 0.7 1.3 0.528
H 1.48541 -0.80680 -0.38117 0.3 0.2 -0.6 0.069
H 2.72155 -2.18476 -0.25500 -0.2 0.2 -0.1 0.334
O 0.04564 2.26624 3.74250 1.4 0.3 -2.5 -0.780
```
Forces are in eV/Å.

## Properties
lowest unoccupied orbital energy: 1.01 eV
net charge: -1
2S+1: 1
frontier orbital gap: 0.135 Ha

---

# 3
ORCA calculation (ωB97M-V/def2-TZVPD) on a 2-piece molecular cluster, C8H8Si overall in a non-equilibrium geometry.

XYZ file:
```
17
Properties=species:S:1:pos:R:3:forces:R:3:nbo_charge:R:1
Si 2.32476 -1.06963 0.76848 2.1 -0.3 0.1 0.820
H -1.78229 1.31999 2.28558 -0.7 -0.9 1.3 0.208
H -0.18644 -0.49095 2.38589 0.7 -1.0 0.0 0.211
C 0.09183 0.29178 1.70828 -1.5 0.7 -0.2 -0.212
C -0.88203 1.29124 1.74450 1.4 0.7 -0.5 -0.197
C 1.20857 1.51264 -0.02885 1.2 -0.3 -0.9 -0.205
C -0.17244 -3.16400 -2.79458 -1.0 -1.0 1.3 -0.235
H 1.59988 -2.32889 0.36051 -0.8 0.3 0.0 -0.276
H 2.03409 1.67430 -0.80384 -1.2 -0.6 1.2 0.218
H 0.15210 3.39179 -0.72704 0.8 -1.9 1.7 0.217
H -1.49336 3.09239 1.13044 -2.8 3.2 0.0 0.201
C 0.23738 2.49950 0.04577 -0.2 2.3 -1.7 -0.202
C -0.76258 2.43758 0.99166 2.6 -3.3 -0.7 -0.203
C 1.15976 0.34707 0.79915 -1.6 1.0 -0.3 -0.581
H -0.92668 -4.03433 -0.85411 -0.2 -0.2 0.2 0.233
H 0.11505 -2.82561 -3.74292 0.3 0.4 -0.6 0.229
C -0.64258 -3.67669 -1.80688 0.9 0.9 -1.0 -0.227
```
Forces are in eV/Å.

## Properties
lowest unoccupied orbital energy: -0.78 eV
net charge: 0
2S+1: 1
frontier orbital gap: 0.256 Ha

---

# 4
ORCA calculation (ωB97M-V/def2-TZVPD) on C8H9B3BeF18N4O4S2 as an isolated structure in a non-equilibrium geometry.

XYZ file:
```
49
Properties=species:S:1:pos:R:3:forces:R:3:nbo_charge:R:1
H -3.83893 -0.68548 3.83549 0.1 0.3 -0.1 0.248
C -4.11976 -0.87626 2.80239 -0.5 -1.0 0.3 -0.716
H 0.44002 -2.95299 3.54081 0.0 0.1 -0.1 0.267
F -0.11950 0.93267 4.37985 -0.2 -0.1 0.0 -0.328
C 0.16086 -2.78128 1.47615 0.7 -0.5 0.0 0.336
Be -0.44330 0.20471 -0.52173 0.1 1.6 -1.2 1.694
F -2.06243 0.89411 -3.05619 -0.1 -0.3 0.2 -0.556
F 2.50606 1.77299 -3.18871 -0.3 -0.3 -0.1 -0.588
N 1.34825 0.58616 0.79304 -1.6 0.8 1.2 -1.288
H -4.43103 -1.92540 2.76585 0.2 0.0 0.0 0.238
F 1.65016 3.56723 -2.07103 0.0 -0.2 0.1 -0.562
O 3.60264 1.67903 0.38674 0.0 -0.1 0.2 -0.882
C 1.91276 -2.24557 -4.13063 0.3 0.2 -0.4 -0.718
H 1.77408 -1.72410 -5.07827 -0.1 -0.1 -0.1 0.263
O 1.60694 2.75399 2.28993 0.6 -0.4 0.0 -0.878
F 0.48227 2.72492 -3.83168 0.3 -0.5 0.0 -0.556
H 1.74913 -3.31213 -4.26458 -0.3 0.0 0.1 0.235
C 0.94777 0.61082 3.63145 -0.1 0.5 -0.2 0.727
H 2.95705 -2.10244 -3.85630 -0.1 0.1 0.3 0.257
N -2.18976 -0.46971 1.12777 1.1 0.1 -0.6 -0.344
F 4.72638 -0.90295 -0.32724 0.1 -0.4 -0.1 -0.313
C 0.08851 -3.55992 2.70580 -0.6 0.8 0.3 -0.722
C 1.00746 -1.64251 -3.17020 0.0 -0.1 -0.2 0.356
F -1.55621 2.20061 -0.47152 0.2 -1.8 -0.3 -0.605
F -3.23374 3.77752 -0.15165 0.1 -0.4 -0.2 -0.584
H -0.98771 -3.69929 2.83256 0.1 -0.5 0.3 0.246
C -3.01439 -0.67620 1.88725 -0.4 0.5 -0.1 0.339
F -1.60216 4.15908 -1.74045 -0.2 -0.3 -0.1 -0.552
F 0.62655 1.51509 -1.86168 -0.7 -1.3 1.1 -0.615
F -2.42791 -0.76519 -1.55743 0.5 -0.1 1.0 -0.590
N 0.20062 -2.19775 0.49411 -0.4 0.5 -0.2 -0.353
F 2.79466 -1.95330 -0.11788 0.8 -0.4 0.5 -0.328
S 0.82167 1.59794 2.02403 -1.1 0.1 -0.7 2.212
O 3.38602 -0.06352 2.13887 -0.2 0.2 0.0 -0.962
S 2.94305 0.51804 0.89133 1.7 -0.5 -1.2 2.221
F 3.00031 -0.44229 -1.57915 0.6 0.3 0.0 -0.301
F 0.92590 -0.71469 3.44821 0.0 0.0 0.1 -0.337
H 0.65541 -4.48390 2.72586 -0.1 -0.1 -0.5 0.246
C 3.40678 -0.78799 -0.36190 -1.8 0.7 -0.2 0.733
O -0.58083 1.75474 1.83060 0.1 -0.7 0.2 -0.895
F -1.09886 4.23111 0.48936 0.0 -0.2 -0.2 -0.588
N 0.26110 -1.12522 -2.47982 -0.2 0.3 1.2 -0.353
B -1.87783 3.59182 -0.51481 0.1 1.4 0.8 1.375
H -5.03212 -0.34717 2.53845 0.3 0.5 -0.2 0.268
F 2.01259 0.95267 4.34136 0.2 -0.2 0.0 -0.307
F -4.14488 0.77092 -2.10591 0.2 -0.5 0.5 -0.566
F -3.49705 -0.79581 -3.61508 0.0 -0.5 0.2 -0.587
B -3.04780 0.02981 -2.55994 -0.1 1.4 -1.6 1.346
B 1.31120 2.40712 -2.76346 0.3 1.3 -0.4 1.366
```
Forces are in eV/Å.

## Properties
lowest unoccupied orbital energy: 3.59 eV
net charge: -2
2S+1: 1
frontier orbital gap: 0.314 Ha

---

# 5
ORCA calculation (ωB97M-V/def2-TZVPD) on C8H9BiNO6 as an isolated structure in a non-equilibrium geometry.

XYZ file:
```
25
Properties=species:S:1:pos:R:3:forces:R:3:nbo_charge:R:1
N -0.61370 -0.97847 3.61199 -0.7 0.4 0.0 -0.686
H 1.20934 0.21310 -4.09316 -0.1 0.1 0.3 0.273
C 2.89370 0.78836 -1.02815 4.3 0.2 1.1 0.495
C 0.41560 -1.38010 1.52475 1.6 0.4 1.6 0.761
H -0.50812 0.01073 3.86467 0.1 -0.3 0.3 0.444
C 0.26784 -0.13101 -3.65609 -0.1 -1.8 0.2 -0.294
H -0.65171 0.28767 -4.07488 0.1 0.1 0.3 0.269
C 0.19351 3.20978 -2.00882 -0.2 3.4 -1.1 0.479
O -3.49535 0.83166 -0.88429 3.6 -0.2 -0.7 -0.276
Bi 0.30437 0.58109 -1.01715 0.2 -1.8 0.6 1.543
O 0.45489 -1.38198 0.22204 -0.2 1.6 -1.5 -0.819
H 1.13037 -1.84583 -2.62823 0.0 0.4 0.2 0.293
H 0.32339 -1.45412 3.71070 -0.4 0.2 0.2 0.493
C 0.39552 1.98562 1.26457 0.1 1.9 4.5 0.493
H -1.64474 -1.92472 1.99758 0.1 0.2 0.0 0.290
C -2.37066 0.76770 -1.06583 -4.0 0.2 0.6 0.484
O 0.37610 2.41048 2.32821 0.1 -1.4 -3.6 -0.315
O 1.38217 -1.51501 2.28317 -1.6 0.0 -1.8 -0.533
H -1.41735 -0.16626 1.78876 0.1 -0.3 0.2 0.214
O 3.99959 0.86196 -0.75246 -3.8 -0.3 -1.1 -0.249
H -0.70846 -1.76937 -2.60625 0.1 0.4 0.2 0.283
H -1.35118 -1.36597 4.20409 0.2 -0.2 0.2 0.469
O 0.13578 4.30131 -2.32731 0.2 -3.2 0.9 -0.286
C -0.95283 -1.09101 2.16030 0.4 -0.5 0.3 -0.350
C 0.23195 -1.24562 -2.81822 0.0 0.3 -1.9 -0.475
```
Forces are in eV/Å.

## Properties
lowest unoccupied orbital energy: -13.03 eV
net charge: +3
2S+1: 1
frontier orbital gap: 0.306 Ha

---

# 6
ORCA calculation (ωB97M-V/def2-TZVPD) on a 2-piece molecular cluster, C8H9Cl2NOP overall in a non-equilibrium geometry.

XYZ file:
```
22
Properties=species:S:1:pos:R:3:forces:R:3:nbo_charge:R:1
O 0.30163 1.28595 -0.80402 1.2 0.5 -0.2 -0.532
C 1.34936 1.80910 -0.54502 -1.7 0.5 1.0 0.581
C -2.59286 -1.40161 -0.95297 -1.2 0.6 1.1 -0.119
Cl 2.88678 0.97367 -0.81752 0.2 0.5 -0.7 -0.045
C -2.65959 -0.97112 0.39671 0.5 1.3 0.9 -0.195
H 0.78847 -1.65140 -1.02240 1.2 -0.2 -1.1 0.233
N -0.20936 -0.91230 0.50178 -3.4 -0.6 1.3 -0.292
Cl 2.67429 -2.69713 -0.08222 0.0 -0.8 -0.8 -0.218
H -3.63976 -0.59403 0.85513 1.7 -1.0 -0.5 0.268
C -0.16871 -1.43063 -0.68936 -2.8 -0.7 -2.3 0.139
C 0.93636 -0.57370 1.17077 0.8 0.0 2.3 -0.588
H -1.49553 -0.27280 2.03812 0.3 0.4 1.4 0.232
C -1.35880 -1.65839 -1.45080 1.6 0.2 2.4 -0.207
C -1.44684 -0.76278 1.11853 -1.8 0.0 -3.2 0.055
H 2.14199 3.63481 -0.44457 3.6 2.9 -3.0 0.243
H 0.65963 3.74530 0.23263 -2.1 0.6 0.0 0.248
H -3.49220 -1.52034 -1.60424 0.8 0.1 0.9 0.260
H 1.99727 3.10232 1.10125 0.0 -0.5 -0.1 0.254
C 1.50691 3.16071 0.12569 -0.7 -3.5 2.3 -0.706
H 0.70428 0.09367 2.03231 0.6 -0.4 -0.7 0.267
P 2.47557 -1.19927 1.18194 0.2 1.1 1.6 0.879
H -1.35889 -2.16003 -2.34176 0.8 -0.8 -2.4 0.244
```
Forces are in eV/Å.

## Properties
lowest unoccupied orbital energy (alpha / beta): -4.73 / -4.73 eV
net charge: +1
2S+1: 1
frontier orbital gap (alpha / beta): 0.303 / 0.303 Ha